[1]
{"formula": "C29H71NO6PS", "method": "ωB97M-V/def2-TZVPD", "species": ["C", "C", "C", "P", "C", "C", "C", "C", "C", "N", "C", "S", "C", "C", "H", "H", "H", "H", "H", "H", "H", "H", "H", "H", "H", "H", "H", "H", "H", "H", "H", "H", "H", "H", "H", "H", "H", "C", "C", "C", "O", "H", "H", "H", "H", "H", "H", "H", "H", "C", "C", "C", "O", "H", "H", "H", "H", "H", "H", "H", "H", "C", "C", "C", "O", "H", "H", "H", "H", "H", "H", "H", "H", "C", "C", "C", "O", "H", "H", "H", "H", "H", "H", "H", "H", "C", "C", "C", "O", "H", "H", "H", "H", "H", "H", "H", "H", "C", "C", "C", "O", "H", "H", "H", "H", "H", "H", "H", "H"], "coordinates": [[2.62, 3.58, -4.76], [3.23, 2.70, -4.17], [3.91, 1.76, -3.09], [2.56, 1.08, -1.98], [2.04, -0.69, -2.42], [1.75, -0.87, -3.98], [0.46, -1.82, -4.13], [-0.78, -1.08, -4.78], [-1.39, 0.11, -3.92], [-1.35, -0.11, -2.44], [2.97, 1.18, -0.14], [1.53, 2.06, 0.64], [1.26, 1.43, 2.35], [0.25, 0.18, 2.41], [2.40, 4.49, -5.37], [4.41, 0.94, -3.69], [4.64, 2.40, -2.51], [1.38, 1.87, -2.22], [1.04, -0.83, -1.88], [2.74, -1.46, -1.99], [2.65, -1.41, -4.42], [1.62, 0.09, -4.55], [0.80, -2.70, -4.77], [0.10, -2.27, -3.15], [-0.46, -0.63, -5.78], [-1.60, -1.84, -4.95], [-2.49, 0.18, -4.20], [-0.88, 1.10, -4.18], [-0.65, 0.51, -2.01], [-2.26, 0.12, -2.02], [3.89, 1.86, -0.09], [3.20, 0.16, 0.31], [2.20, 1.25, 2.95], [0.71, 2.27, 2.90], [0.65, -0.73, 1.88], [-0.05, -0.03, 3.48], [-0.70, 0.55, 1.89], [-2.81, -2.20, 2.24], [-3.75, -1.02, 2.37], [-5.18, -1.40, 2.03], [-3.32, 0.03, 1.50], [-2.79, -2.58, 1.21], [-1.78, -1.91, 2.48], [-3.10, -3.02, 2.91], [-3.71, -0.63, 3.39], [-5.25, -1.75, 0.99], [-5.84, -0.54, 2.11], [-5.55, -2.19, 2.69], [-3.35, -0.30, 0.60], [3.24, -4.49, -1.46], [1.72, -4.48, -1.58], [1.09, -5.40, -0.54], [1.35, -4.91, -2.89], [3.64, -5.49, -1.63], [3.69, -3.83, -2.22], [3.56, -4.15, -0.47], [1.35, -3.46, -1.45], [1.41, -6.43, -0.68], [0.00, -5.39, -0.65], [1.34, -5.09, 0.47], [1.68, -5.81, -3.01], [-1.58, 5.21, 3.71], [-0.77, 5.08, 2.43], [-1.35, 5.94, 1.32], [-0.75, 3.72, 2.01], [-2.61, 4.87, 3.55], [-1.16, 4.58, 4.49], [-1.61, 6.24, 4.06], [0.26, 5.38, 2.62], [-2.37, 5.63, 1.08], [-0.77, 5.84, 0.40], [-1.37, 7.00, 1.60], [-1.66, 3.44, 1.84], [2.07, -2.12, 5.74], [0.55, -2.14, 5.65], [-0.05, -3.08, 6.68], [0.16, -2.56, 4.34], [2.49, -3.11, 5.54], [2.49, -1.45, 4.98], [2.40, -1.78, 6.72], [0.16, -1.13, 5.80], [0.30, -4.10, 6.52], [-1.14, -3.09, 6.60], [0.22, -2.77, 7.70], [0.50, -3.45, 4.20], [8.07, 1.75, -6.30], [7.77, 1.25, -4.90], [7.77, 2.39, -3.89], [8.74, 0.28, -4.53], [9.06, 2.22, -6.35], [8.07, 0.93, -7.02], [7.32, 2.49, -6.63], [6.79, 0.75, -4.89], [8.75, 2.88, -3.85], [7.56, 2.01, -2.89], [7.02, 3.14, -4.15], [9.61, 0.71, -4.53], [-8.59, 1.78, 2.50], [-8.87, 0.41, 1.89], [-10.36, 0.15, 1.78], [-8.27, -0.60, 2.70], [-9.00, 1.85, 3.51], [-7.51, 1.95, 2.58], [-9.02, 2.58, 1.89], [-8.41, 0.35, 0.90], [-10.83, 0.17, 2.77], [-10.55, -0.83, 1.36], [-10.85, 0.90, 1.16], [-8.66, -0.55, 3.58]], "mulliken_charge": [0.063, -0.881, -0.150, 0.231, -0.574, -0.492, -0.525, -0.940, -0.382, -0.334, -0.760, -0.019, -0.440, -0.556, 0.399, 0.159, 0.453, 0.148, 0.312, 0.353, 0.360, 0.427, 0.372, 0.215, 0.320, 0.393, 0.379, 0.170, 0.001, 0.238, 0.435, 0.399, 0.458, 0.192, 0.270, 0.044, 0.215, -1.090, 0.478, -1.245, -0.429, 0.327, 0.084, 0.396, 0.289, 0.341, 0.193, 0.364, 0.234, -1.407, 1.018, -1.510, -0.518, 0.436, 0.304, 0.344, -0.084, 0.384, 0.374, 0.321, 0.349, -1.347, 0.442, -1.345, -0.358, 0.326, 0.321, 0.405, 0.278, 0.330, 0.299, 0.406, 0.231, -1.227, 0.482, -1.425, -0.380, 0.340, 0.250, 0.394, 0.261, 0.357, 0.342, 0.388, 0.275, -1.270, 0.541, -1.138, -0.551, 0.331, 0.343, 0.345, 0.074, 0.416, 0.259, 0.307, 0.356, -1.197, 0.459, -1.368, -0.495, 0.317, 0.297, 0.369, 0.277, 0.348, 0.332, 0.374, 0.319], "e_lumo_ev": -2.3, "fmax_ha_per_bohr": 0.05015, "charge": 1}

---

[2]
{"formula": "C29H72F6FeN6O13", "method": "ωB97M-V/def2-TZVPD", "species": ["Fe", "C", "O", "O", "C", "F", "F", "F", "C", "C", "H", "H", "H", "H", "H", "H", "C", "O", "O", "C", "F", "F", "F", "C", "C", "H", "H", "H", "H", "H", "H", "C", "O", "N", "N", "H", "H", "H", "H", "C", "O", "N", "N", "H", "H", "H", "H", "C", "O", "N", "N", "H", "H", "H", "H", "C", "C", "C", "O", "H", "H", "H", "H", "H", "H", "H", "H", "C", "C", "C", "O", "H", "H", "H", "H", "H", "H", "H", "H", "C", "C", "C", "O", "H", "H", "H", "H", "H", "H", "H", "H", "C", "C", "C", "O", "H", "H", "H", "H", "H", "H", "H", "H", "C", "C", "C", "O", "H", "H", "H", "H", "H", "H", "H", "H", "C", "C", "C", "O", "H", "H", "H", "H", "H", "H", "H", "H"], "coordinates": [[-3.22, -0.82, 2.13], [-2.36, -4.11, 2.58], [-2.31, -4.63, 1.22], [-2.75, -2.78, 2.43], [-3.29, -5.13, 3.48], [-2.65, -6.32, 3.85], [-3.77, -4.46, 4.56], [-4.45, -5.53, 2.86], [-1.29, -5.59, 0.85], [-1.71, -5.82, -0.60], [-1.82, -4.83, -1.04], [-0.88, -6.34, -1.09], [-2.68, -6.29, -0.75], [-1.21, -6.51, 1.42], [-0.32, -5.08, 0.88], [-1.37, -4.20, 3.03], [-0.50, 0.25, 0.42], [0.18, -0.98, 0.16], [-1.52, -0.09, 1.41], [0.73, 1.28, 0.84], [0.27, 2.52, 0.86], [1.26, 1.12, 2.02], [1.78, 1.39, 0.04], [-0.12, -1.83, -1.05], [0.89, -2.99, -1.14], [0.87, -3.57, -0.22], [0.61, -3.78, -1.84], [1.93, -2.66, -1.14], [0.01, -1.26, -1.97], [-1.13, -2.24, -0.99], [-0.83, 0.66, -0.54], [-4.58, 1.93, 2.68], [-4.06, 1.03, 2.05], [-3.94, 2.83, 3.34], [-5.83, 2.16, 2.80], [-4.49, 3.52, 3.84], [-2.93, 2.83, 3.35], [-6.02, 3.06, 3.22], [-6.52, 1.70, 2.22], [-2.00, -0.24, 5.04], [-2.68, -0.51, 4.09], [-0.83, 0.32, 4.86], [-2.36, -0.37, 6.35], [-0.63, 0.79, 3.98], [-0.32, 0.62, 5.68], [-3.32, -0.55, 6.62], [-1.85, 0.08, 7.09], [-1.72, 3.33, -1.63], [-2.12, 3.97, -0.66], [-2.49, 2.95, -2.55], [-0.56, 2.86, -1.87], [-3.48, 2.97, -2.34], [-2.12, 2.39, -3.31], [-0.40, 2.43, -2.77], [0.20, 2.98, -1.22], [4.05, -5.01, 1.72], [2.85, -4.15, 1.98], [2.06, -4.47, 3.17], [3.39, -2.91, 2.22], [4.75, -5.06, 2.55], [4.68, -4.58, 0.93], [3.78, -6.02, 1.41], [2.14, -4.22, 1.15], [2.79, -4.66, 3.96], [1.51, -5.41, 3.10], [1.38, -3.70, 3.53], [4.11, -2.69, 1.62], [2.40, 5.19, -1.39], [1.31, 6.15, -0.76], [0.15, 6.69, -1.61], [0.77, 5.74, 0.47], [1.89, 4.31, -1.78], [3.03, 4.82, -0.59], [3.16, 5.64, -2.02], [1.85, 7.09, -0.66], [0.56, 7.13, -2.52], [-0.52, 7.28, -0.99], [-0.57, 5.98, -2.00], [0.07, 5.12, 0.22], [1.08, 2.67, -4.73], [1.81, 1.42, -4.33], [2.98, 1.68, -3.39], [0.86, 0.63, -3.64], [0.84, 3.25, -3.85], [0.12, 2.54, -5.24], [1.71, 3.34, -5.32], [2.23, 0.95, -5.22], [3.52, 2.59, -3.67], [3.63, 0.81, -3.47], [2.68, 1.70, -2.35], [1.21, -0.26, -3.70], [-2.07, -0.72, -3.77], [-2.26, 0.17, -5.04], [-2.58, -0.75, -6.29], [-3.32, 1.01, -4.95], [-3.01, -1.07, -3.34], [-1.57, -0.16, -2.98], [-1.33, -1.51, -3.88], [-1.34, 0.69, -5.30], [-2.70, -0.24, -7.24], [-3.33, -1.53, -6.17], [-1.60, -1.21, -6.45], [-4.15, 0.56, -4.78], [3.77, -4.10, -2.20], [4.39, -2.71, -2.29], [5.87, -2.84, -2.55], [3.76, -2.01, -3.31], [4.01, -4.58, -1.25], [4.13, -4.73, -3.01], [2.74, -4.30, -2.49], [4.29, -2.12, -1.38], [6.21, -2.33, -3.45], [6.33, -3.80, -2.80], [6.52, -2.39, -1.80], [4.07, -2.33, -4.16], [0.02, 5.02, 3.55], [0.06, 3.88, 4.56], [-1.09, 4.03, 5.56], [-0.19, 2.74, 3.75], [-0.84, 5.06, 2.88], [0.96, 5.03, 3.01], [-0.12, 6.05, 3.90], [1.03, 3.88, 5.07], [-1.36, 3.14, 6.14], [-1.98, 4.33, 5.01], [-1.07, 4.87, 6.25], [0.19, 2.92, 2.88]], "mulliken_charge": [0.348, 0.037, -0.308, -0.502, 0.756, -0.281, -0.229, -0.291, 0.866, -1.256, 0.118, 0.406, 0.368, 0.409, -0.578, -0.073, 0.307, 0.007, 0.230, 0.675, -0.175, -0.368, -0.298, 1.220, -0.445, -0.438, 0.648, -0.131, -1.152, 0.308, -0.541, 0.362, -0.382, -0.148, -0.339, 0.153, 0.026, 0.124, 0.312, 0.500, -0.281, -0.170, -0.439, -0.007, 0.184, 0.255, 0.181, 0.254, -0.677, -0.158, 0.989, 0.255, -0.233, -0.491, -0.446, -1.496, 2.179, -1.702, -0.608, 0.339, 0.295, 0.374, -0.890, 0.415, 0.366, 0.304, 0.369, -0.812, 0.394, -1.213, -0.450, -0.239, 0.337, 0.480, 0.309, 0.419, 0.313, 0.183, 0.244, -1.550, 0.546, -0.995, 0.212, 0.368, 0.297, 0.451, 0.449, 0.346, 0.283, 0.042, -0.004, -0.192, 0.889, -1.559, -0.567, 0.439, -0.531, 0.286, -0.251, 0.401, 0.382, 0.378, 0.383, -1.245, 0.692, -1.474, -0.394, 0.156, 0.529, 0.327, 0.148, 0.401, 0.362, 0.350, 0.249, -1.797, 0.806, -1.333, -0.063, 0.241, 0.453, 0.514, 0.289, 0.256, 0.263, 0.399, -0.005], "spin_multiplicity": 7, "e_lumo_ev": [0.3, -0.7], "fmax_ha_per_bohr": 0.14577, "s_squared": 12.010}